# C4H10NO

A gas-phase ion, C4H10NO (charge +1) in a non-equilibrium geometry (the ωB97M-V functional and the def2-TZVPD basis, OMol25).

Output
Lowest unoccupied orbital energy (eV): -3.91
Total charge: +1
E_HOMO (eV): -15.21
SMILES: CC[NH2+]CC=O
Electronic energy (eV): -7840.0995

XYZ file:
```
16
C4H10NO | OMol25 | the ωB97M-V functional and the def2-TZVPD basis
C 1.401 -1.614 0.912
C 1.173 -0.396 0.012
N -0.283 -0.014 -0.020
C -0.617 1.237 -0.816
C -2.105 1.449 -0.631
O -2.581 1.102 0.414
H 2.346 -2.150 0.850
H 0.733 -2.479 1.016
H 1.339 -1.218 1.932
H 1.630 0.378 0.627
H 1.505 -0.430 -1.017
H -0.744 -0.790 -0.500
H -0.763 0.022 0.883
H -0.282 1.025 -1.830
H -0.023 2.041 -0.387
H -2.729 1.836 -1.444
```



# C4H10NO

2 unconnected molecules or ions with the total composition C4H10NO in a non-equilibrium geometry (the ωB97M-V functional and the def2-TZVPD basis, OMol25).

Output
Lowest unoccupied orbital energy (eV): -5.16
Total charge: +1
E_HOMO (eV): -14.48
Electronic energy (eV): -7839.8345

XYZ file:
```
16
C4H10NO | OMol25 | the ωB97M-V functional and the def2-TZVPD basis
C 1.467 0.722 1.261
C 0.998 0.109 -0.032
C 1.574 0.255 -1.202
C -0.623 -1.246 1.117
N -0.212 -0.632 0.067
H 1.922 0.003 1.951
H 2.288 1.416 1.054
H 0.673 1.318 1.711
H 1.091 -0.150 -2.084
H 2.546 0.700 -1.353
H -1.417 -1.958 0.914
H -0.240 -0.999 2.100
H -0.942 -0.412 -0.637
H -2.901 0.235 -1.878
H -2.721 1.457 -0.939
O -2.457 0.540 -1.073
```



# C4H10NO

2 unconnected molecules or ions with the total composition C4H10NO in a non-equilibrium geometry (the ωB97M-V functional and the def2-TZVPD basis, OMol25).

Output
Lowest unoccupied orbital energy (eV): -5.06
Total charge: +1
E_HOMO (eV): -12.29
Electronic energy (eV): -7837.2896

XYZ file:
```
16
C4H10NO | OMol25 | the ωB97M-V functional and the def2-TZVPD basis
C 2.264 0.573 -0.230
C 2.731 0.038 1.115
C -3.275 -0.261 -0.402
C -0.898 -0.768 -0.310
N -1.829 0.089 -0.409
O 3.224 1.335 -0.738
H 2.665 -1.115 1.190
H 3.782 0.241 1.300
H 1.984 0.366 1.845
H -3.503 -1.123 -1.063
H -3.658 -0.469 0.580
H -3.779 0.591 -0.737
H -1.202 -1.721 0.111
H 0.251 -0.652 -0.232
H -1.654 1.070 -0.540
H 2.897 1.806 -1.481
```



# C4H10NO2

2 unconnected molecules or ions with the total composition C4H10NO2 in a non-equilibrium geometry (the ωB97M-V functional and the def2-TZVPD basis, OMol25).

Output
Lowest unoccupied orbital energy (spin up / spin down) (eV): 4.00 / 4.03
Total charge: -1
E_HOMO (spin up / spin down) (eV): -0.96 / -2.13
Electronic energy (eV): -9890.7907

XYZ file:
```
17
C4H10NO2 | OMol25 | the ωB97M-V functional and the def2-TZVPD basis
C -0.153 1.990 0.173
C 1.963 -0.904 0.783
C -1.451 -1.261 -0.872
C -0.499 0.859 -0.733
N 2.075 -0.452 -0.604
O 2.871 0.541 -0.750
O -1.427 -0.066 -0.153
H -0.067 1.622 1.195
H 0.818 2.391 -0.129
H -0.877 2.827 0.179
H 2.489 -1.865 0.869
H 2.407 -0.197 1.496
H 0.914 -1.067 1.027
H -0.433 -1.594 -1.103
H -1.998 -1.142 -1.824
H -1.968 -2.010 -0.263
H -0.785 1.131 -1.752
```



# C4H10NO2

A gas-phase ion, C4H10NO2 (charge -1) in a non-equilibrium geometry (the ωB97M-V functional and the def2-TZVPD basis, OMol25).

Output
Lowest unoccupied orbital energy (eV): 4.16
Total charge: -1
E_HOMO (eV): -3.14
SMILES: C[C@H](O)CNC[O-]
Electronic energy (eV): -9894.2287

XYZ file:
```
17
C4H10NO2 | OMol25 | the ωB97M-V functional and the def2-TZVPD basis
C -2.156 0.520 1.008
C -1.033 0.125 0.063
O -1.013 -1.263 -0.118
C 0.363 0.668 0.504
N 1.521 0.433 -0.377
C 1.836 -0.822 -1.277
O 0.793 -1.511 -1.613
H -3.059 0.139 0.572
H -2.048 -0.046 1.954
H -2.260 1.562 1.312
H -1.055 0.711 -0.912
H -0.127 -1.448 -0.543
H 0.516 0.475 1.573
H 0.248 1.774 0.461
H 2.345 0.358 0.206
H 2.689 -1.245 -0.654
H 2.440 -0.429 -2.159
```



# C4H10NO2

2 unconnected molecules or ions with the total composition C4H10NO2 (the ωB97M-V functional and the def2-TZVPD basis, OMol25).

Output
Lowest unoccupied orbital energy (eV): -3.49
Total charge: +1
E_HOMO (eV): -13.32
Electronic energy (eV): -9887.5116

XYZ file:
```
17
C4H10NO2 | OMol25 | the ωB97M-V functional and the def2-TZVPD basis
O 0.844 -1.975 -0.291
C 1.132 -1.491 0.764
C 1.646 -0.070 0.860
N 1.371 0.606 -0.434
H 1.064 -2.028 1.718
H 1.151 0.467 1.665
H 2.721 -0.080 1.046
H 2.002 1.390 -0.618
H 1.460 -0.065 -1.205
H 0.405 0.956 -0.445
C -1.921 -0.138 -1.343
C -2.174 0.579 -0.270
O -1.232 0.761 0.733
H -2.617 -0.203 -2.165
H -1.024 -0.741 -1.437
H -3.116 1.097 -0.131
H -1.711 0.932 1.553
```



# C4H10NO2

2 unconnected molecules or ions with the total composition C4H10NO2 in a non-equilibrium geometry (the ωB97M-V functional and the def2-TZVPD basis, OMol25).

Output
Lowest unoccupied orbital energy (spin up / spin down) (eV): -4.09 / -5.23
Total charge: +1
E_HOMO (spin up / spin down) (eV): -13.23 / -12.00
Electronic energy (eV): -9882.8726

XYZ file:
```
17
C4H10NO2 | OMol25 | the ωB97M-V functional and the def2-TZVPD basis
C 0.850 -0.157 -1.517
C -0.426 -0.237 -1.442
C 1.741 0.205 -2.734
C -0.586 -0.305 1.428
N -1.862 0.148 2.056
O -0.601 -1.728 1.703
O 0.529 0.392 2.013
H 1.311 -0.014 -0.623
H -1.421 -0.545 -1.744
H 2.421 0.948 -2.297
H 2.465 -0.594 -2.848
H 1.103 0.502 -3.573
H -1.978 -0.354 2.962
H -1.570 1.106 2.343
H -2.660 -0.028 1.444
H 0.282 -1.992 1.435
H 0.781 -0.018 2.877
```



# C4H10NO2

A gas-phase ion, C4H10NO2 (charge +1) in a non-equilibrium geometry (the ωB97M-V functional and the def2-TZVPD basis, OMol25).

Output
Lowest unoccupied orbital energy (eV): -4.13
Total charge: +1
E_HOMO (eV): -14.23
SMILES: [NH3+][C@H](C=O)CCO
Electronic energy (eV): -9886.2939

XYZ file:
```
17
C4H10NO2 | OMol25 | the ωB97M-V functional and the def2-TZVPD basis
N 0.191 2.191 -0.640
C 0.311 0.737 0.079
C 0.996 -0.115 -1.008
O 0.460 -0.724 -1.871
C -1.043 0.250 0.427
C -0.847 -0.815 1.537
O 0.047 -1.910 1.158
H -0.627 2.672 -0.571
H 1.077 2.752 -0.445
H 0.140 2.009 -1.655
H 0.857 0.899 1.050
H 2.081 0.054 -1.011
H -1.681 -0.097 -0.402
H -1.342 1.255 0.924
H -1.896 -1.213 1.919
H -0.448 -0.221 2.438
H -0.056 -2.720 1.727
```



# C4H10NO2P

2 unconnected molecules or ions with the total composition C4H10NO2P in a non-equilibrium geometry (the ωB97M-V functional and the def2-TZVPD basis, OMol25).

Output
Lowest unoccupied orbital energy (spin up / spin down) (eV): 0.58 / -0.88
E_HOMO (spin up / spin down) (eV): -3.84 / -9.98
Spin multiplicity: 3
Electronic energy (eV): -19179.6407

XYZ file:
```
18
C4H10NO2P | OMol25 | the ωB97M-V functional and the def2-TZVPD basis
C 3.947 -0.370 0.050
C -2.370 1.395 0.735
C 2.631 -0.288 0.218
C -1.549 1.235 -0.612
N 1.708 -1.152 -0.329
O -1.465 -1.410 0.649
O -3.562 -0.686 -0.666
P -2.209 -0.270 0.091
H 4.611 0.381 0.432
H 4.391 -1.190 -0.487
H -1.800 1.703 1.599
H -3.309 1.918 0.634
H 2.191 0.542 0.755
H -1.999 1.691 -1.479
H -0.489 1.427 -0.532
H 2.097 -2.035 -0.632
H 0.833 -1.252 0.166
H -3.656 -1.639 -0.590
```



# C4H10NO2S

2 unconnected molecules or ions with the total composition C4H10NO2S in a non-equilibrium geometry (the ωB97M-V functional and the def2-TZVPD basis, OMol25).

Output
Lowest unoccupied orbital energy (eV): 3.64
Total charge: -1
E_HOMO (eV): -3.46
Electronic energy (eV): -20730.9064

XYZ file:
```
18
C4H10NO2S | OMol25 | the ωB97M-V functional and the def2-TZVPD basis
C -0.944 1.554 1.677
N -1.510 0.498 0.851
C -0.527 -0.215 -0.020
C 0.111 -1.464 0.553
S 1.884 -1.326 0.002
C 0.595 0.678 -0.573
O 0.600 0.945 -1.766
H 0.015 1.297 2.171
H -1.644 1.820 2.459
H -0.765 2.438 1.071
H -1.944 -0.193 1.457
H -1.097 -0.462 -0.899
H -0.332 -2.381 0.162
H 0.199 -1.575 1.639
H 1.124 1.286 0.172
H 1.639 -1.505 -2.462
H 1.160 -0.244 -3.150
O 1.436 -1.155 -3.343
```



# C4H10NO2S

2 unconnected molecules or ions with the total composition C4H10NO2S in a non-equilibrium geometry (the ωB97M-V functional and the def2-TZVPD basis, OMol25).

Output
Lowest unoccupied orbital energy (eV): 3.84
Total charge: -1
E_HOMO (eV): -3.85
Electronic energy (eV): -20732.6871

XYZ file:
```
18
C4H10NO2S | OMol25 | the ωB97M-V functional and the def2-TZVPD basis
N 0.422 -1.764 -3.004
C 0.147 -1.401 -1.658
O 1.014 -1.852 -0.842
O -0.868 -0.752 -1.442
H -0.433 -1.925 -3.546
H 0.987 -2.617 -3.060
H 1.413 -0.986 0.088
C -0.611 1.992 0.385
C -0.807 0.782 1.275
C 0.431 0.306 2.091
S 1.930 0.142 1.122
H -0.759 2.930 0.925
H -1.326 1.993 -0.444
H 0.402 1.914 -0.010
H -1.609 0.963 2.005
H -1.177 -0.080 0.664
H 0.170 -0.644 2.538
H 0.674 0.997 2.913
```



# C4H10NO2S

A molecular structure, C4H10NO2S in a non-equilibrium geometry (the ωB97M-V functional and the def2-TZVPD basis, OMol25).

Output
Lowest unoccupied orbital energy (eV): -3.36
Total charge: +1
E_HOMO (eV): -12.27
Electronic energy (eV): -20720.7839

XYZ file:
```
18
C4H10NO2S | OMol25 | the ωB97M-V functional and the def2-TZVPD basis
C -0.698 -0.672 0.310
C -0.899 -0.282 -0.937
C 2.190 2.572 -1.575
C 1.194 1.752 -0.858
N -1.613 -0.186 -1.987
O 0.443 -0.511 1.023
O 0.581 0.856 -1.357
S -1.551 -3.596 3.858
H -1.528 -1.178 0.762
H 3.120 2.108 -1.356
H 2.298 2.513 -2.742
H 2.313 3.575 -1.283
H 1.122 1.850 0.209
H -1.450 -0.762 -2.772
H -2.053 0.701 -2.163
H -2.114 -2.869 4.755
H 0.690 -1.225 1.611
H -2.046 -4.647 4.501
```



# C4H10NO3

2 unconnected molecules or ions with the total composition C4H10NO3 in a non-equilibrium geometry (the ωB97M-V functional and the def2-TZVPD basis, OMol25).

Output
Lowest unoccupied orbital energy (eV): 3.72
Total charge: -1
E_HOMO (eV): -3.90
Electronic energy (eV): -11942.9984

XYZ file:
```
18
C4H10NO3 | OMol25 | the ωB97M-V functional and the def2-TZVPD basis
C 1.581 2.300 1.360
C 1.297 0.680 1.464
N 1.084 0.206 0.064
C 0.603 -1.223 0.068
C -0.848 -1.470 -0.310
O -1.649 -0.762 -1.022
O -1.085 -2.659 0.016
H 2.245 2.729 2.132
H 0.540 2.694 1.071
H 2.391 2.570 0.670
H 2.206 0.105 1.799
H 0.481 0.601 2.164
H 0.505 0.898 -0.374
H 0.835 -1.754 1.035
H 1.150 -1.664 -0.819
H -1.673 1.044 -1.265
H -0.994 2.113 -2.388
O -1.150 1.859 -1.490
```



# C4H10NO3

2 unconnected molecules or ions with the total composition C4H10NO3 in a non-equilibrium geometry (the ωB97M-V functional and the def2-TZVPD basis, OMol25).

Output
Lowest unoccupied orbital energy (eV): 3.65
Total charge: -1
E_HOMO (eV): -3.93
Electronic energy (eV): -11943.6280

XYZ file:
```
18
C4H10NO3 | OMol25 | the ωB97M-V functional and the def2-TZVPD basis
C -1.796 0.381 1.097
C -0.308 0.563 0.555
C 0.371 1.377 1.654
N 0.400 -0.796 0.203
C 1.532 -0.682 -0.677
O 2.242 -1.698 -0.790
O 1.683 0.367 -1.309
H -2.434 0.468 0.137
H -2.066 -0.550 1.639
H -2.219 1.183 1.706
H -0.372 0.978 -0.457
H -0.124 1.314 2.588
H 0.244 2.495 1.435
H 1.424 1.254 1.643
H 0.340 -1.481 0.944
H 0.881 -1.474 -3.971
H -0.047 -1.716 -2.799
O 0.247 -1.983 -3.598
```